Molecular formula: C42H47BN2O2
Method: DFT, ωB97M-V/def2-TZVPD

## Properties
Lowest unoccupied orbital energy (eV): -2.85
HOMO-LUMO gap (eV): 3.603
Highest occupied orbital energy (Ha): -0.2370
Calculated total energy (eV): -52066.1340

Cartesian coordinates (Å):
C 1.075127 -2.857112 6.088086
C -0.326192 -2.772758 5.499055
C -1.401283 -3.055715 6.547680
O -0.507702 -1.473003 4.984097
B -1.411260 -1.628707 3.859606
C -2.913121 -1.100054 4.303453
C -4.050919 -1.765748 3.867864
C -5.314071 -1.362258 4.328098
C -5.426169 -0.291687 5.224137
C -4.270693 0.376639 5.648599
C -3.012456 -0.035383 5.194840
C -0.838888 -0.558945 2.665336
C -1.567013 -0.600807 1.390355
C -1.271151 -1.455444 0.391415
O -1.498111 -3.001020 3.434292
C -0.539986 -3.708535 4.194952
C 0.755472 -3.802317 3.390371
C -1.087758 -5.085162 4.530589
H 1.262981 -3.869801 6.456421
H 1.816597 -2.607351 5.328861
H 1.185053 -2.155099 6.917227
H -1.216735 -4.010205 7.061544
H -1.415971 -2.248771 7.289515
H -2.400626 -3.086680 6.087116
H -3.974460 -2.600333 3.171622
H -6.192943 -1.912335 3.989376
H -6.402462 0.009167 5.600688
H -4.320874 1.211816 6.350177
H -2.117838 0.477819 5.544299
H -0.928947 0.443253 3.111366
H 0.220683 -0.821927 2.531255
H -2.373282 0.140618 1.269329
H -1.656053 -1.291972 -0.619278
H -0.750460 -2.393349 0.586304
H 1.505444 -4.411122 3.908595
H 0.548321 -4.259780 2.417229
H 1.173925 -2.802970 3.210313
H -0.367731 -5.627742 5.154223
H -2.030465 -4.988253 5.073945
H -1.269252 -5.649805 3.611677
C 1.629988 -3.882185 -5.524175
N 2.562055 -3.207214 -4.611564
C 3.877605 -3.008616 -5.122250
C 4.053878 -2.292607 -6.324323
C 5.327910 -2.132363 -6.868209
C 6.436170 -2.698860 -6.231126
C 6.268334 -3.412657 -5.041565
C 4.996707 -3.550650 -4.472963
C 1.992602 -2.306077 -3.694519
C 2.499503 -2.213464 -2.385606
C 1.916377 -1.333974 -1.496157
C 0.891820 -0.419174 -1.897155
C 0.438158 0.527547 -0.933785
C -0.112145 1.816824 -1.165283
C -0.414987 2.663323 -0.044392
C -0.882750 3.951484 -0.206902
C -1.126559 4.456074 -1.497293
N -1.673914 5.749431 -1.671893
C -3.009149 5.770612 -2.290299
C -0.838375 6.864605 -1.979292
C -0.582522 7.223130 -3.310398
C 0.254895 8.309949 -3.584009
C 0.793199 9.064144 -2.541744
C 0.510570 8.724616 -1.215831
C -0.285615 7.612187 -0.928969
C -0.800517 3.669449 -2.614385
C -0.266679 2.408016 -2.459562
C 0.381727 -0.554679 -3.221830
C 0.918641 -1.481820 -4.089272
H 0.743957 -4.197322 -4.959965
H 1.321774 -3.228427 -6.352135
H 2.133574 -4.767303 -5.933415
H 3.172474 -1.861424 -6.803833
H 5.438706 -1.561036 -7.789248
H 7.428027 -2.575464 -6.669181
H 7.127961 -3.866173 -4.546210
H 4.836034 -4.097436 -3.543407
H 3.331105 -2.857168 -2.101915
H 2.219168 -1.344432 -0.444929
H 0.697356 0.298118 0.099401
H -0.261861 2.253661 0.959252
H -1.050082 4.619465 0.639759
H -3.397526 6.795561 -2.236035
H -2.982148 5.439557 -3.339460
H -3.665693 5.097200 -1.723625
H -1.023656 6.626945 -4.111913
H 0.475381 8.550484 -4.625379
H 1.435769 9.911471 -2.766343
H 0.909730 9.318751 -0.393294
H -0.521862 7.306998 0.091623
H -0.910991 4.096196 -3.618029
H 0.048952 1.866931 -3.348833
H -0.487070 0.023337 -3.541114
H 0.535263 -1.532705 -5.111645

Forces on atoms 1 to 3 (eV/Å):
C -0.2 -0.2 0.0
C 0.0 -0.5 -0.5
C -0.2 -0.1 0.2